Entry 1:
{
  "formula": "C20H29N5O3",
  "method": "ωB97M-V with the def2-TZVPD basis set",
  "homo_ev": -7.72,
  "total_energy_ha": -1278.976749,
  "lumo_ev": 0.41,
  "gap_ev": 8.138,
  "relative_energy_kj_mol": 281.7,
  "species": ["C", "N", "C", "C", "C", "C", "C", "C", "C", "C", "O", "N", "C", "C", "O", "N", "C", "C", "O", "C", "C", "H", "H", "H", "H", "H", "H", "H", "H", "H", "H", "H", "H", "H", "H", "H", "H", "H", "N", "C", "C", "C", "C", "C", "N", "H", "H", "H", "H", "H", "H", "H", "H", "H", "H", "H", "H"],
  "positions_angstrom": [[1.00344, -5.21129, -2.44421], [1.91157, -4.31902, -1.75443], [3.00986, -4.98605, -1.07404], [1.48643, -3.02608, -1.40341], [0.41968, -2.82369, -0.48868], [0.06681, -1.53623, -0.10941], [0.69072, -0.44481, -0.68243], [0.17623, 0.91991, -0.28921], [0.72802, 1.48611, 0.94693], [0.67651, 2.93323, 1.09162], [0.25117, 3.69709, 0.20187], [1.03712, 3.49698, 2.33157], [0.92819, 4.92694, 2.48315], [1.33044, 2.75067, 3.47616], [1.50211, 3.24841, 4.58268], [1.44137, 1.37360, 3.26811], [1.91456, 0.63920, 4.42399], [1.42953, 0.76402, 1.99030], [1.94805, -0.36970, 1.89576], [1.72061, -0.61502, -1.61769], [2.14133, -1.89423, -1.95968], [0.26236, -4.64109, -3.01262], [1.58650, -5.82452, -3.13372], [0.48755, -5.87312, -1.73972], [3.66878, -4.26049, -0.58358], [2.62167, -5.69092, -0.32408], [3.57739, -5.55494, -1.81844], [-0.05962, -3.69452, -0.03412], [-0.72663, -1.37752, 0.61839], [0.39792, 1.62234, -1.08232], [1.21973, 5.16244, 3.50492], [1.58356, 5.43772, 1.76847], [-0.10354, 5.24842, 2.29377], [1.94804, -0.42541, 4.17733], [2.92365, 0.98040, 4.71524], [1.23598, 0.82011, 5.27088], [2.15134, 0.25583, -2.10166], [2.98100, -2.05019, -2.64245], [-1.27682, 0.05053, -3.08098], [-2.62942, 0.46184, -2.77297], [-2.84433, 0.34999, -1.27622], [-4.02590, 1.17551, -0.77875], [-3.63435, 1.72071, 0.58778], [-2.12386, 1.78914, 0.61312], [-1.64279, 1.04016, -0.58282], [-1.12593, -0.90116, -2.75524], [-1.12739, 0.08011, -4.08557], [-2.74004, 1.52407, -3.04500], [-3.41099, -0.11013, -3.29061], [-2.95465, -0.70076, -0.96776], [-4.20320, 2.00708, -1.46951], [-4.94549, 0.59557, -0.74476], [-4.00634, 2.72437, 0.78165], [-4.00051, 1.06955, 1.38969], [-1.74065, 2.80847, 0.44760], [-1.66995, 1.39342, 1.55042], [-1.46683, 1.77699, -1.26530]],
  "atomic_forces_ev_per_a": [[0.2, 0.3, 0.4], [0.4, -0.1, -0.7], [-0.4, 0.3, -0.1], [-0.2, 0.9, 0.6], [0.9, -0.2, -0.4], [-0.2, -0.6, -0.3], [-0.8, 0.4, 0.1], [3.3, -0.1, -0.2], [-0.7, 0.5, -0.2], [-0.8, 0.0, -0.5], [0.4, -0.5, 0.7], [0.1, -0.7, 0.0], [-0.1, 0.6, -0.1], [0.0, -0.4, -0.1], [-0.2, -0.3, -1.0], [0.2, 1.1, -0.2], [0.3, -0.4, 0.5], [0.2, -2.5, 0.2], [-1.0, 1.9, 0.0], [-0.5, 0.0, 0.3], [-0.4, -0.6, 0.6], [0.1, -0.1, 0.1], [-0.1, -0.1, -0.1], [-0.2, -0.2, -0.1], [-0.2, -0.2, -0.1], [0.2, 0.0, 0.1], [0.1, 0.0, 0.2], [0.1, 0.3, -0.2], [0.1, 0.0, 0.0], [-0.4, 0.1, -0.2], [-0.1, 0.1, -0.2], [-0.2, -0.1, 0.2], [0.3, 0.0, 0.1], [0.0, 0.3, 0.0], [-0.4, -0.2, -0.1], [0.3, -0.1, -0.3], [0.1, -0.1, 0.1], [-0.4, 0.0, 0.2], [0.0, -0.2, -0.5], [0.0, 0.1, 0.2], [0.5, -0.1, 0.7], [-0.3, 0.3, -0.2], [-0.3, -0.1, 0.7], [0.3, 0.1, 0.2], [-0.2, 0.9, 0.1], [0.2, 0.1, -0.1], [0.1, -0.1, 0.2], [0.0, -0.3, -0.1], [-0.1, 0.1, 0.1], [0.4, 0.3, 0.1], [0.1, -0.1, 0.0], [0.0, -0.1, 0.0], [-0.4, -0.1, -0.1], [0.0, 0.1, -0.1], [-0.3, -0.4, 0.5], [-0.3, 0.2, -0.8], [0.1, -0.2, 0.1]]
}

Entry 2:
{
  "formula": "C16H36As2CsF12P",
  "method": "ωB97M-V with the def2-TZVPD basis set",
  "homo_ev": -11.27,
  "total_energy_ha": -6662.968438,
  "lumo_ev": -0.68,
  "gap_ev": 10.584,
  "relative_energy_kj_mol": 46.6,
  "species": ["Cs", "C", "C", "C", "C", "P", "C", "C", "C", "C", "C", "C", "C", "C", "C", "C", "C", "C", "H", "H", "H", "H", "H", "H", "H", "H", "H", "H", "H", "H", "H", "H", "H", "H", "H", "H", "H", "H", "H", "H", "H", "H", "H", "H", "H", "H", "H", "H", "H", "H", "H", "H", "H", "H", "As", "F", "F", "F", "F", "F", "F", "As", "F", "F", "F", "F", "F", "F"],
  "positions_angstrom": [[-4.52939, -22.03509, 7.89397], [-1.42142, -12.46439, 4.73996], [-1.43699, -13.97839, 4.94423], [-2.60133, -14.70674, 4.29408], [-3.94679, -14.26507, 4.86701], [-5.37830, -15.02763, 4.06852], [-5.36993, -14.79640, 2.27280], [-5.59363, -13.37498, 1.75717], [-4.36758, -12.47145, 1.79386], [-4.65791, -11.08356, 1.24724], [-5.23944, -16.79715, 4.33612], [-6.54878, -17.58385, 4.10280], [-6.35344, -19.02361, 4.56165], [-6.41234, -19.19945, 6.08315], [-6.87128, -14.36286, 4.81361], [-7.03203, -14.71100, 6.29897], [-8.35663, -14.20460, 6.85082], [-8.58083, -14.61467, 8.28763], [-2.13286, -11.86409, 5.30673], [-1.57926, -12.24862, 3.67539], [-0.43929, -12.04526, 4.96477], [-1.53121, -14.17165, 6.02603], [-0.45623, -14.40488, 4.74243], [-2.42765, -15.77953, 4.43321], [-2.62267, -14.60090, 3.20374], [-4.07309, -13.18807, 4.71190], [-4.00051, -14.44116, 5.94368], [-6.17191, -15.46025, 1.93850], [-4.41928, -15.18386, 1.90373], [-6.42730, -12.86586, 2.24950], [-5.87724, -13.46500, 0.70388], [-3.54146, -12.96417, 1.27230], [-3.99569, -12.34302, 2.81781], [-5.44784, -10.58891, 1.81045], [-4.93332, -11.13708, 0.19230], [-3.76006, -10.46799, 1.30964], [-4.86697, -16.93725, 5.35578], [-4.47361, -17.22058, 3.68204], [-6.76854, -17.57862, 3.03222], [-7.37584, -17.09640, 4.62605], [-5.37802, -19.37087, 4.20544], [-7.07721, -19.69832, 4.10545], [-5.72282, -18.54112, 6.62614], [-6.01947, -20.18750, 6.28715], [-7.43464, -19.07249, 6.43143], [-7.70545, -14.69550, 4.18372], [-6.84167, -13.27890, 4.65696], [-6.22728, -14.17887, 6.81763], [-6.88050, -15.77824, 6.47586], [-9.18389, -14.47411, 6.18915], [-8.33829, -13.10732, 6.79759], [-9.48501, -14.16752, 8.69617], [-7.76779, -14.27107, 8.93119], [-8.61933, -15.70312, 8.35756], [-2.02443, -22.41524, 4.64497], [-2.23134, -20.96483, 5.64481], [-0.42845, -22.56083, 5.27132], [-1.82558, -23.84955, 3.76938], [-3.64922, -22.24462, 4.08917], [-1.45594, -21.39578, 3.38793], [-2.67884, -23.32675, 6.00972], [-8.07610, -23.64900, 5.97284], [-9.44192, -22.81724, 6.62150], [-7.82049, -22.34444, 4.87185], [-6.64693, -24.41462, 5.44769], [-8.29835, -24.90551, 7.13737], [-9.01408, -24.50925, 4.82435], [-7.07010, -22.80082, 7.16967]],
  "atomic_forces_ev_per_a": [[0.3, -0.3, -0.4], [0.5, 0.2, -0.8], [-0.2, 0.5, 1.5], [0.3, -0.7, -0.5], [-0.1, 0.4, -0.3], [0.8, -0.4, 0.0], [-0.3, 0.4, 0.4], [0.1, 0.2, -0.5], [0.2, 0.0, 0.6], [0.4, -0.1, -0.3], [-0.4, -0.3, 0.2], [0.4, 0.1, -0.1], [0.2, -0.2, 0.3], [0.5, 0.1, -0.5], [-0.2, 0.0, -0.5], [0.3, 0.5, -0.3], [0.0, 0.7, -0.3], [0.1, -0.1, 0.2], [-0.2, -0.3, 0.1], [-0.1, 0.1, 0.1], [0.0, -0.1, 0.1], [0.0, 0.1, -0.1], [-0.1, -0.1, -0.7], [-0.3, 0.0, 0.2], [0.2, 0.4, 0.0], [0.1, 0.0, 0.2], [-0.1, -0.1, 0.0], [0.1, -0.1, -0.1], [0.0, -0.2, 0.0], [-0.1, -0.2, 0.1], [-0.1, 0.0, 0.1], [-0.1, 0.1, -0.2], [-0.1, -0.1, 0.0], [-0.1, 0.0, 0.0], [-0.2, 0.1, 0.1], [-0.1, 0.1, 0.0], [-0.1, 0.0, 0.0], [0.1, 0.3, -0.1], [-0.1, 0.1, 0.0], [-0.1, -0.1, 0.0], [0.0, 0.0, 0.0], [-0.1, 0.1, 0.0], [-0.2, 0.3, -0.1], [-0.6, -0.3, 0.1], [0.1, -0.2, 0.3], [0.0, -0.2, 0.2], [0.1, 0.0, 0.2], [0.0, -0.2, 0.2], [-0.2, 0.0, 0.0], [0.0, -0.4, 0.2], [0.1, -0.1, 0.0], [-0.1, -0.2, -0.1], [0.1, 0.0, -0.1], [-0.2, 0.0, 0.2], [-0.1, 0.5, 0.8], [-0.3, 0.1, 0.2], [0.2, -0.1, 0.2], [0.1, -0.5, -0.5], [-0.3, 0.2, -0.1], [0.1, 0.1, -0.5], [0.1, 0.0, 0.2], [-0.4, -0.4, 0.4], [-0.2, 0.1, 0.0], [0.1, 0.4, -0.2], [0.7, -0.2, -0.4], [-0.1, -0.1, 0.2], [-0.2, 0.1, -0.2], [0.1, 0.4, 0.3]]
}

Entry 3:
{
  "formula": "C3H4N2S",
  "method": "ωB97M-V with the def2-TZVPD basis set",
  "homo_ev": [-22.09, -22.43],
  "total_energy_ha": -623.443967,
  "lumo_ev": [-15.14, -14.33],
  "charge": 2,
  "gap_ev": [6.945, 8.096],
  "relative_energy_kj_mol": 92.6,
  "species": ["C", "C", "C", "N", "N", "S", "H", "H", "H", "H"],
  "positions_angstrom": [[-2.15720, 0.67039, 0.13148], [0.00738, 0.05616, 0.08508], [1.44580, 0.36918, 0.01659], [-0.96190, 1.03339, 0.04954], [-0.44182, -1.14525, 0.03226], [-3.29918, -0.38396, 0.02889], [1.52935, 1.37435, 0.64030], [1.59383, 0.41795, -1.12380], [2.14949, -0.34722, 0.38297], [0.13425, -2.04499, -0.24332]],
  "atomic_forces_ev_per_a": [[2.2, -0.7, -0.1], [-0.1, -1.9, -0.3], [-0.3, 2.6, 0.1], [-2.9, 1.2, -0.1], [3.1, -1.8, -0.3], [-0.9, 1.0, 0.1], [0.3, -1.8, -1.6], [0.0, 0.5, 1.3], [0.3, -0.7, 0.4], [-1.6, 1.6, 0.4]]
}

Entry 4:
{
  "formula": "C9H14O",
  "method": "ωB97M-V with the def2-TZVPD basis set",
  "homo_ev": -8.27,
  "total_energy_ha": -426.539216,
  "lumo_ev": 0.84,
  "smiles": "Cc1ccc(O)cc1.CC",
  "gap_ev": 9.104,
  "relative_energy_kj_mol": 88.1,
  "species": ["C", "C", "C", "C", "C", "O", "C", "C", "H", "H", "H", "H", "H", "H", "H", "H", "C", "C", "H", "H", "H", "H", "H", "H"],
  "positions_angstrom": [[-1.73451, -0.46903, 0.97531], [-1.23941, 0.65464, 0.12237], [-1.13878, 1.94944, 0.61520], [-0.60881, 2.92643, -0.23072], [-0.34356, 2.64305, -1.54629], [0.25644, 3.62076, -2.28192], [-0.63824, 1.39277, -2.09029], [-0.90605, 0.33466, -1.22334], [-2.68317, -0.26673, 1.47899], [-1.11371, -0.55395, 1.88118], [-1.60283, -1.45647, 0.53697], [-1.36768, 2.17801, 1.64593], [-0.11847, 3.82092, 0.13815], [0.74393, 3.43626, -3.10043], [-0.45873, 1.19212, -3.13500], [-1.18084, -0.63782, -1.59810], [1.95954, -3.22095, 1.34743], [1.48329, -1.94193, 0.67824], [2.42878, -3.84039, 0.58214], [2.74539, -3.02091, 2.08039], [1.26723, -3.92587, 1.80431], [2.36225, -1.34390, 0.41876], [0.83143, -1.25092, 1.19530], [1.05650, -2.22021, -0.29459]],
  "atomic_forces_ev_per_a": [[0.8, 0.0, 1.8], [-0.3, -1.0, -0.7], [0.6, -0.2, -1.0], [0.8, 0.1, 0.6], [0.2, -0.7, -1.2], [0.2, 1.4, -0.1], [0.9, -0.7, 0.5], [-1.6, 1.9, 0.7], [-0.4, -0.3, -0.8], [0.3, 0.1, -0.1], [-0.7, 0.1, -0.3], [0.0, 0.0, 0.1], [-0.7, 0.3, 0.2], [-0.6, -0.8, 0.6], [0.0, 0.1, -0.2], [0.4, -0.2, -0.1], [0.8, -0.4, 0.2], [0.4, -0.2, -1.0], [0.2, 0.1, -0.1], [-0.1, 0.0, 0.1], [-0.6, 0.5, 0.1], [0.0, -0.1, 0.0], [-0.3, -0.3, 0.4], [-0.3, 0.3, 0.3]]
}